96
Properties=species:S:1:pos:R:3:forces:R:3:mulliken_charge:R:1 method="wB97M-V/def2-TZVPD" charge=+1 e_homo_ha=-0.411 largest_force_ha_per_bohr=0.03617
C 0.313 -3.684 -1.062 0.33 0.35 -0.43 0.073
C 0.229 -3.068 -0.037 -0.16 0.17 0.12 -0.842
C 0.037 -2.271 1.175 0.29 -0.65 -0.28 0.083
C 1.342 -1.779 1.856 -0.64 0.23 0.35 -1.077
C 1.320 -0.260 2.089 0.38 -0.26 0.06 -1.378
C 2.163 0.577 1.096 -0.53 -0.25 0.60 -0.599
C 2.038 0.140 -0.378 0.30 1.46 -0.31 1.197
C 3.371 0.190 -1.155 -0.61 -0.90 -0.07 -1.309
Br 4.258 1.931 -1.034 0.11 0.07 -0.14 -0.003
C 4.415 -0.894 -0.877 0.59 0.59 0.39 0.082
C 5.139 -0.849 0.467 0.17 -0.34 0.04 -1.362
Br 3.660 -2.655 -1.141 -0.07 -0.06 -0.23 -0.090
C 1.035 1.051 -1.130 -0.62 -1.13 -0.24 0.778
C 0.391 0.278 -2.319 0.23 0.11 -0.24 -1.894
C 0.693 1.069 -3.588 -0.35 -0.78 0.27 0.514
C 0.370 0.367 -4.900 0.62 -0.07 0.06 0.343
F -0.656 -0.530 -4.773 -0.23 0.43 -0.01 -0.389
Br 1.915 -0.649 -5.504 -0.14 -0.08 -0.05 -0.001
C 0.003 1.446 -5.944 0.64 0.09 0.07 0.570
F -0.201 0.973 -7.166 -0.21 -0.06 0.16 -0.237
F -1.114 2.077 -5.519 -0.22 -0.19 -0.26 -0.251
Br 1.444 2.761 -6.004 -0.19 0.12 -0.32 -0.061
C -0.120 1.501 -0.256 0.06 0.46 -0.09 -2.393
N 0.339 2.298 0.955 0.22 -0.22 -0.62 0.457
C 1.792 2.049 1.241 -0.11 0.54 -0.02 -0.903
S 2.140 2.682 2.906 0.49 -1.10 1.42 1.574
C 2.644 4.365 2.756 -0.28 -0.12 -0.75 -1.126
O 0.881 2.560 3.607 -0.16 0.47 -0.27 -0.869
O 3.241 1.955 3.474 0.11 0.19 -0.60 -0.691
H 0.534 -4.008 -2.052 -0.17 -0.37 0.10 0.477
H -0.621 -1.449 0.891 0.00 0.15 0.17 0.192
H -0.521 -2.895 1.871 -0.16 0.16 0.10 0.026
H 1.357 -2.239 2.841 0.16 -0.11 0.03 0.604
H 2.237 -2.113 1.340 0.02 0.03 -0.16 0.276
H 1.701 -0.055 3.087 0.06 0.08 0.05 0.900
H 0.273 0.046 2.121 -0.06 0.11 -0.08 0.201
H 3.190 0.529 1.449 0.14 -0.17 -0.18 0.930
H 1.631 -0.863 -0.485 0.26 -0.23 0.35 0.213
H 3.120 0.098 -2.210 0.04 0.07 -0.09 0.346
H 5.169 -0.785 -1.651 -0.05 -0.06 -0.16 0.619
H 5.299 0.164 0.827 -0.06 0.11 -0.04 0.360
H 6.124 -1.291 0.336 0.04 -0.08 0.03 0.406
H 4.644 -1.439 1.234 -0.19 0.11 0.06 0.322
H 1.533 1.908 -1.583 0.12 0.26 0.44 0.700
H -0.682 0.163 -2.166 -0.10 -0.02 -0.08 0.689
H 0.784 -0.736 -2.411 0.12 -0.04 0.15 0.427
H 0.132 1.994 -3.557 0.31 0.16 0.00 -0.990
H 1.759 1.266 -3.580 0.01 0.38 -0.17 0.810
H -0.733 0.674 0.087 0.10 -0.10 0.16 0.055
H -0.757 2.169 -0.828 -0.15 0.02 0.21 0.360
H 0.208 3.286 0.729 -0.22 0.14 0.03 0.627
H -0.264 2.080 1.759 -0.05 0.17 0.02 0.179
H 2.364 2.680 0.565 0.01 -0.06 -0.18 0.780
H 1.973 4.885 2.075 -0.13 0.17 0.15 0.361
H 2.622 4.788 3.755 0.00 0.01 0.08 0.453
H 3.644 4.361 2.332 0.13 0.02 0.12 0.380
C -2.687 3.525 3.038 -0.04 0.26 0.29 0.658
O -2.535 2.822 2.037 0.20 -0.15 -0.23 -0.647
N -1.632 3.774 3.857 -0.47 0.05 -0.44 -0.264
N -3.881 4.082 3.369 0.10 -0.16 -0.20 -0.426
H -1.651 4.342 4.682 -0.05 -0.04 0.02 0.206
H -0.795 3.320 3.549 0.34 0.11 0.61 0.215
H -4.660 3.899 2.764 -0.02 0.00 0.00 0.248
H -4.017 4.655 4.180 0.04 -0.01 0.03 0.152
C -3.168 -4.271 3.034 -0.25 -0.10 0.01 0.670
O -2.043 -3.787 3.093 0.01 -0.09 0.06 -0.698
N -3.669 -4.825 1.893 0.15 0.08 -0.05 -0.407
N -4.002 -4.299 4.110 0.09 0.09 0.06 -0.397
H -4.584 -5.229 1.830 -0.01 0.01 0.02 0.166
H -3.079 -4.824 1.081 0.02 -0.03 0.00 0.217
H -3.660 -3.901 4.966 0.00 -0.03 0.03 0.237
H -4.923 -4.692 4.090 0.00 -0.01 -0.03 0.162
C -0.729 -5.652 6.862 0.00 -0.07 -0.04 0.623
O -0.183 -4.629 7.235 -0.02 0.01 0.01 -0.637
N -1.261 -5.780 5.607 -0.01 0.17 0.00 -0.263
N -0.853 -6.752 7.668 -0.01 0.04 0.00 -0.382
H -1.716 -6.610 5.277 0.02 -0.03 0.03 0.144
H -1.185 -4.987 4.991 0.00 -0.05 -0.07 0.124
H -0.472 -6.687 8.593 0.01 0.01 0.01 0.224
H -1.297 -7.603 7.381 0.01 0.00 -0.02 0.164
C -3.623 -1.672 -7.603 0.03 0.02 0.05 0.531
O -3.868 -1.862 -8.777 -0.01 0.00 -0.01 -0.631
N -4.446 -2.111 -6.598 0.00 0.01 -0.02 -0.344
N -2.500 -1.002 -7.185 -0.14 -0.03 -0.08 -0.180
H -4.262 -1.966 -5.625 0.02 0.01 0.00 0.156
H -5.275 -2.604 -6.871 -0.01 0.00 -0.02 0.209
H -1.879 -0.671 -7.898 0.00 -0.02 -0.03 0.134
H -2.278 -0.836 -6.224 0.00 -0.06 0.03 0.137
C -0.275 5.023 -2.506 -0.09 -0.15 -0.23 0.520
O -0.047 5.031 -1.301 0.20 -0.15 0.28 -0.626
N -0.850 3.932 -3.099 0.05 0.24 0.07 -0.231
N 0.026 6.060 -3.328 0.04 -0.06 0.20 -0.392
H -1.063 3.841 -4.075 -0.03 0.14 -0.02 0.143
H -1.071 3.176 -2.482 -0.28 0.06 -0.05 0.181
H 0.450 6.869 -2.912 -0.01 0.03 -0.01 0.243
H -0.157 6.057 -4.314 -0.04 -0.03 0.00 0.162

***

76
Properties=species:S:1:pos:R:3:forces:R:3:mulliken_charge:R:1 method="wB97M-V/def2-TZVPD" e_homo_ha=-0.186 largest_force_ha_per_bohr=0.02807
C -0.504 -1.291 1.851 -0.14 -0.48 0.14 0.346
C -0.111 -2.778 1.751 -0.44 0.43 -0.45 -0.892
C 0.865 -3.108 0.625 0.65 -0.66 0.75 -0.572
C 2.337 -2.710 0.893 -0.93 0.58 -0.70 -0.965
C 2.620 -1.228 0.585 0.31 -0.08 -0.08 1.567
C 4.012 -0.951 -0.022 0.38 -0.19 0.45 -1.169
C 4.798 0.175 0.672 -0.51 0.04 -0.54 -0.850
C 4.109 1.545 0.670 0.64 0.09 0.08 -0.223
C 4.176 2.323 -0.649 0.28 -0.68 -0.12 -1.134
C 3.284 1.794 -1.781 -0.47 0.76 0.16 -1.131
C 1.829 1.503 -1.363 0.38 -0.08 -1.04 0.877
C 1.209 0.402 -2.248 -0.75 0.12 0.76 -0.439
C 0.284 0.931 -3.361 0.65 0.25 0.63 -1.074
N -1.077 0.394 -3.233 -0.33 -0.25 -0.62 -0.048
C -1.816 0.584 -2.152 0.17 0.19 0.41 0.197
N -1.380 1.307 -1.085 -0.54 -0.21 -0.01 -0.177
C -2.361 1.232 -0.209 -0.63 -0.10 0.07 -0.284
C -2.442 1.799 1.169 0.69 -0.21 -0.11 -0.371
C -1.301 2.766 1.505 -0.80 0.01 0.26 0.085
C -1.399 3.177 3.000 0.14 -0.09 -1.20 -0.871
O -0.423 2.490 3.744 -0.31 0.10 0.18 -0.384
C -0.942 1.477 4.576 0.07 -0.25 0.13 -0.603
N -3.405 0.514 -0.678 1.00 0.80 0.43 -0.339
N -3.059 0.090 -1.937 0.21 0.10 -0.44 0.399
C -3.935 -0.708 -2.765 -0.70 -0.91 0.10 -0.865
C -4.298 -2.055 -2.094 -0.02 0.28 1.10 0.416
C -5.449 -1.899 -1.071 0.29 0.35 0.07 -1.429
C -3.057 -2.624 -1.363 -0.42 0.50 -0.89 -1.172
H 0.327 -0.610 1.685 0.05 0.01 -0.04 0.223
H -1.290 -1.098 1.113 0.08 0.22 -0.05 -0.606
H -0.911 -1.092 2.844 -0.10 0.11 -0.04 0.126
H 0.252 -3.130 2.717 0.28 -0.03 -0.06 0.389
H -1.031 -3.340 1.558 -0.05 -0.04 0.16 0.379
H 0.879 -4.199 0.532 -0.20 -0.02 -0.11 0.442
H 0.528 -2.722 -0.342 -0.05 0.16 0.03 0.105
H 2.564 -2.925 1.936 0.29 -0.27 -0.06 0.198
H 2.927 -3.327 0.216 0.32 -0.06 0.25 0.495
H 1.835 -0.885 -0.089 -0.02 0.11 0.05 -1.101
H 2.543 -0.644 1.505 -0.12 0.05 0.01 0.327
H 3.976 -0.797 -1.102 -0.19 -0.05 -0.05 0.369
H 4.605 -1.858 0.128 0.10 0.00 -0.13 0.457
H 4.870 -0.114 1.722 0.23 -0.09 0.04 0.475
H 5.873 0.242 0.328 -1.43 -0.06 0.22 0.031
H 4.660 2.141 1.401 -0.05 0.04 0.05 0.375
H 3.093 1.447 1.071 -0.08 0.21 -0.08 -0.036
H 5.207 2.237 -1.002 0.08 0.11 0.08 0.405
H 4.017 3.391 -0.486 -0.29 -0.01 0.03 0.413
H 3.243 2.576 -2.549 0.07 -0.10 -0.12 0.438
H 3.697 0.924 -2.285 0.24 -0.13 0.27 0.623
H 1.252 2.418 -1.504 -0.14 0.00 0.27 0.757
H 1.741 1.215 -0.322 0.14 -0.02 0.04 -0.972
H 1.958 -0.296 -2.615 0.09 0.10 -0.17 0.901
H 0.560 -0.180 -1.589 0.10 -0.22 -0.10 -0.354
H 0.225 2.015 -3.272 -0.05 0.04 -0.14 0.385
H 0.680 0.696 -4.344 -0.35 -0.12 -0.16 0.325
H -1.440 -0.162 -3.986 -0.08 -0.03 0.01 0.237
H -3.425 2.252 1.312 0.01 0.12 -0.04 0.505
H -2.384 0.951 1.859 -0.04 -0.07 -0.02 0.308
H -0.348 2.277 1.323 0.14 0.11 -0.01 -0.148
H -1.392 3.637 0.855 0.18 0.05 -0.02 0.494
H -2.417 2.956 3.335 0.04 0.05 0.35 0.433
H -1.256 4.256 3.051 0.23 -0.01 0.38 0.367
H -0.096 0.893 4.928 0.03 0.05 0.13 0.286
H -1.495 1.881 5.428 0.06 0.10 0.04 0.328
H -1.610 0.783 4.049 0.01 0.11 -0.15 0.182
H -4.250 0.348 -0.159 -0.28 -0.42 -0.56 0.319
H -4.838 -0.141 -2.994 0.01 0.11 -0.02 0.359
H -3.468 -0.954 -3.714 0.45 0.38 0.04 0.215
H -4.648 -2.741 -2.863 0.18 0.07 -0.23 0.593
H -6.053 -1.011 -1.269 -0.27 -0.19 -0.19 0.348
H -5.044 -1.762 -0.066 0.00 -0.10 0.06 0.341
H -6.087 -2.777 -1.029 -0.09 0.01 -0.07 0.353
H -2.165 -2.397 -1.951 0.16 -0.48 0.00 0.280
H -2.933 -2.099 -0.418 0.04 -0.23 0.19 0.043
H -3.183 -3.690 -1.210 0.25 -0.06 0.16 0.510
Cl 7.686 0.266 1.236 1.12 0.07 0.28 -0.813